# C31H55Br2N5Si4Ti

A structure of composition C31H55Br2N5Si4Ti at a distorted geometry (ωB97M-V/def2-TZVPD, the Open Molecules 2025 dataset).

- ΔE to the lowest compared entry with this formula, charge and spin (kcal per mole) = 24.1
- lowest unoccupied orbital energy (spin up / spin down) (eV) = -3.399 / -3.409

The geometry in ORCA input format:
```
! RIJCOSX wB97M-V def2-TZVPD def2/J DEFGRID3
* xyz 1 2
Ti -11.03590 -4.83719 14.06735
Br -13.29869 -11.26388 13.18535
C -12.92533 -9.46160 13.32549
C -13.43082 -8.72041 14.33923
C -12.77241 -7.48129 14.52553
N -11.91592 -6.97082 13.66477
C -11.58592 -7.65467 12.59424
C -12.02547 -8.91823 12.40538
C -10.72119 -6.90717 11.60470
C -10.24826 -7.63739 10.52852
C -9.56644 -6.93692 9.53336
Br -8.70636 -7.68817 7.94105
C -9.43948 -5.57991 9.69443
C -10.01439 -4.92691 10.81920
N -10.57391 -5.58212 11.79524
H -14.15828 -8.93063 15.09531
H -12.96372 -6.95805 15.47548
H -11.79135 -9.55977 11.56682
H -10.52773 -8.68061 10.42240
H -8.94229 -4.96974 8.99422
H -9.81357 -3.85970 10.98983
C -13.50290 -0.68391 15.59153
Si -13.65509 -2.30331 14.53950
C -15.09852 -1.88269 13.40974
C -14.34687 -3.74740 15.52562
C -12.00621 -2.58689 13.57169
C -12.47595 -3.35102 12.45101
C -12.70594 -2.94368 11.11597
C -13.37361 -3.78003 10.26988
C -13.81158 -5.05763 10.66287
C -13.53809 -5.46011 11.93978
N -12.85128 -4.63354 12.81984
Si -11.15059 -0.90669 13.25942
C -12.25908 0.40885 12.40748
C -10.27654 -0.25542 14.78057
C -9.67971 -0.98616 11.95452
H -14.56258 -0.33134 15.72453
H -13.03757 0.15469 15.15342
H -13.23574 -0.91567 16.60689
H -15.90224 -1.72875 14.09062
H -15.37616 -2.47519 12.56612
H -14.95543 -0.85737 12.99366
H -15.19502 -3.32202 16.17312
H -13.62282 -4.26106 16.21374
H -14.80965 -4.45909 14.87514
H -12.30181 -1.99552 10.73224
H -13.67457 -3.41334 9.28267
H -14.33400 -5.66684 9.97097
H -13.81083 -6.47070 12.36592
H -13.25234 0.59176 12.72678
H -12.38736 0.20493 11.34704
H -11.63193 1.34781 12.36453
H -10.81147 -0.23935 15.67462
H -10.15207 0.79069 14.51125
H -9.26843 -0.69521 14.77183
H -9.91929 -1.84084 11.28754
H -8.75798 -1.17611 12.45844
H -9.68719 -0.09736 11.30097
N -9.03784 -6.07947 13.99432
C -7.84589 -5.26705 13.50566
C -7.74878 -4.05487 14.38511
N -9.11954 -3.44224 14.37852
H -8.91840 -6.33394 14.98317
H -9.10470 -6.92191 13.44711
H -8.04544 -4.98342 12.48268
H -6.98270 -5.92878 13.61180
H -7.01976 -3.36121 13.96287
H -7.59164 -4.32274 15.47129
H -9.15758 -2.71684 13.70660
H -9.35242 -3.00818 15.25876
C -11.67257 -7.93733 17.99064
Si -10.26439 -7.11788 17.06607
C -8.64803 -6.96173 18.13530
C -9.87274 -8.52872 15.85863
C -10.78954 -5.39430 16.30278
Si -10.23299 -4.11868 17.61341
C -10.65881 -4.44838 19.45125
C -8.44521 -3.72501 17.72377
C -11.10509 -2.51901 17.06491
H -11.29061 -8.95798 18.13573
H -12.62391 -7.97965 17.44600
H -11.80720 -7.55960 19.01558
H -8.44185 -7.99015 18.42789
H -8.72260 -6.25677 18.94106
H -7.91548 -6.49982 17.38998
H -9.94383 -9.51186 16.34344
H -8.87566 -8.51171 15.39593
H -10.56818 -8.59162 15.03229
H -11.87264 -5.38118 16.52997
H -10.05266 -5.05342 20.02210
H -11.68060 -4.86739 19.45983
H -10.65220 -3.45359 19.90534
H -8.34307 -3.26484 18.69493
H -8.16004 -2.96888 17.05749
H -7.62268 -4.43768 17.65396
H -11.06217 -2.32308 16.04547
H -10.84023 -1.60252 17.62289
H -12.09704 -2.80048 17.24559
*
```

# C28H45F9NO13P

A cluster of 5 separate species, C28H45F9NO13P in total at a distorted geometry (ωB97M-V/def2-TZVPD, the Open Molecules 2025 dataset).

- SMILES = CCCCCCCCCCC[PH](N)(O)CCCC(F)(F)C(F)(F)F.O=C1OC[C@@H](F)O1.O=C1OC[C@@H](F)O1.O=C1OC[C@@H](F)O1.O=C1OC[C@@H](F)O1
- lowest unoccupied orbital energy (eV) = 0.278

The geometry in ORCA input format:
```
! RIJCOSX wB97M-V def2-TZVPD def2/J DEFGRID3
* xyz 0 1
C 2.10890 -2.12706 3.93160
C 2.80636 -2.70643 2.61353
C 1.74447 -2.51818 1.42081
C 2.38350 -2.60505 -0.03935
C 1.68399 -1.68040 -1.13331
C 0.09012 -1.69956 -1.11969
C -0.38552 -0.22242 -1.61299
C -0.62410 0.72976 -0.32883
C -2.14386 1.27170 -0.27650
C -2.66193 1.17661 1.23064
C -4.25944 1.47282 1.19411
P -5.14975 -0.06247 0.54412
N -5.09540 -0.85589 2.17359
O -5.40263 0.64897 -1.03788
C -7.05172 -0.33570 0.61710
C -7.34622 -1.66371 -0.23898
C -8.58952 -2.47928 0.38274
C -8.35199 -4.05338 0.16074
F -7.48082 -4.55585 1.16210
F -7.65518 -4.26732 -1.06190
C -9.71263 -4.89326 0.11758
F -10.69201 -4.31531 -0.68432
F -10.18058 -5.13133 1.42100
F -9.42963 -6.15448 -0.43672
H 1.95086 -1.00090 3.83451
H 2.67929 -2.37427 4.87872
H 1.07003 -2.60000 4.02837
H 3.80001 -2.22548 2.35948
H 2.90298 -3.83618 2.78109
H 1.02192 -3.40738 1.50865
H 1.12432 -1.56654 1.57328
H 2.47272 -3.70298 -0.33978
H 3.46781 -2.23572 0.06244
H 2.12693 -0.63263 -1.05189
H 1.99997 -2.06807 -2.16804
H -0.35079 -2.42513 -1.87151
H -0.37933 -1.83869 -0.09895
H -1.29745 -0.25611 -2.28198
H 0.48681 0.25523 -2.18321
H 0.04629 1.64283 -0.39136
H -0.43892 0.18087 0.64905
H -2.24661 2.34280 -0.65107
H -2.75203 0.59226 -0.96759
H -2.52989 0.10621 1.58036
H -2.12046 1.93506 1.89086
H -4.38910 2.39223 0.53943
H -4.65540 1.72961 2.23675
H -4.36511 -1.11486 -0.01484
H -5.47477 -0.20171 2.86546
H -4.13338 -1.13555 2.39860
H -5.77326 1.54720 -0.95487
H -7.51444 0.57241 0.09565
H -7.41783 -0.44494 1.68733
H -7.59787 -1.41426 -1.31419
H -6.40092 -2.30747 -0.20246
H -8.70230 -2.26813 1.49662
H -9.54913 -2.16434 -0.14536
C 7.28198 0.79095 0.06240
C 6.80386 -0.48970 -0.54509
O 5.41385 -0.46940 -0.28460
C 5.06845 0.84712 -0.24233
O 3.94529 1.24816 -0.31061
O 6.15984 1.64950 -0.12081
F 7.34591 -1.56119 0.08254
H 7.49613 0.69625 1.13033
H 8.16650 1.18555 -0.43873
H 6.97405 -0.56816 -1.62309
C 2.48251 3.26375 3.29628
C 2.01129 1.98086 2.68807
O 0.62096 1.99180 2.94834
C 0.26902 3.30682 2.99085
O -0.85463 3.70325 2.92256
O 1.35842 4.11571 3.11299
F 2.56077 0.91136 3.31764
H 2.69706 3.16962 4.36443
H 3.36472 3.66335 2.79519
H 2.18297 1.90426 1.61043
C -2.95987 5.57889 -3.38653
C -2.20027 5.39616 -2.10977
O -1.97354 4.00092 -2.06634
C -1.92207 3.60030 -3.36937
O -1.48546 2.55252 -3.73064
O -2.42480 4.54950 -4.20756
F -2.95523 5.74463 -1.03975
H -4.03495 5.42314 -3.26233
H -2.79676 6.56078 -3.83201
H -1.24357 5.92491 -2.07535
C 10.69904 -1.54896 -3.02801
C 10.99112 -0.30568 -3.80829
O 10.36537 0.70660 -3.04333
C 10.39349 0.26253 -1.75695
O 10.20159 0.95613 -0.80278
O 10.67388 -1.06695 -1.68953
F 10.40827 -0.34783 -5.02954
H 9.72675 -1.98307 -3.27626
H 11.46686 -2.31224 -3.15644
H 12.05580 -0.08022 -3.91468
*
```